(1)
{"formula": "C6H12N2", "method": "ωB97M-V/def2-TZVPD", "species": ["C", "C", "C", "N", "C", "N", "H", "H", "H", "H", "H", "H", "C", "C", "H", "H", "H", "H", "H", "H"], "xyz": [[2.140, -1.671, -0.631], [0.882, -1.523, 0.146], [0.793, -0.957, 1.396], [-0.473, -1.187, 1.882], [-1.114, -1.892, 0.869], [-0.378, -1.972, -0.210], [1.849, -2.169, -1.563], [2.920, -2.274, -0.191], [2.625, -0.704, -0.875], [1.579, -0.323, 1.760], [-0.913, -0.766, 2.676], [-2.056, -2.399, 0.953], [-1.726, 2.048, -0.636], [-0.268, 2.405, -0.888], [-1.885, 1.653, 0.362], [-2.314, 2.926, -0.877], [-2.053, 1.289, -1.371], [0.019, 2.562, -1.920], [-0.014, 3.338, -0.391], [0.386, 1.618, -0.490]], "mulliken_charge": [-1.172, 0.682, -0.457, -0.106, -0.292, -0.597, 0.332, 0.309, 0.276, 0.374, 0.204, 0.447, -0.783, -0.689, 0.206, 0.343, 0.246, 0.299, 0.288, 0.092], "orbital_gap_ev": 9.349, "smiles": "Cc1c[nH]cn1.CC"}

***

(2)
{"formula": "C6H12N2", "method": "ωB97M-V/def2-TZVPD", "species": ["C", "C", "C", "N", "C", "N", "H", "H", "H", "H", "H", "H", "C", "C", "H", "H", "H", "H", "H", "H"], "xyz": [[-0.399, -0.585, 1.601], [0.403, -1.539, 0.775], [0.032, -2.616, 0.015], [1.143, -3.392, -0.161], [2.150, -2.802, 0.551], [1.746, -1.711, 1.117], [-0.595, 0.306, 1.009], [0.181, -0.234, 2.454], [-1.337, -0.987, 1.966], [-0.876, -2.813, -0.524], [1.161, -4.258, -0.671], [3.130, -3.246, 0.564], [-0.572, 2.611, -0.486], [-1.120, 3.346, -1.695], [-1.167, 1.756, -0.179], [0.443, 2.283, -0.697], [-0.602, 3.200, 0.435], [-1.112, 2.729, -2.594], [-0.481, 4.204, -1.906], [-2.129, 3.747, -1.573]], "mulliken_charge": [-0.471, 0.648, -0.593, -0.052, -0.194, -0.581, -0.307, 0.315, 0.309, 0.382, 0.181, 0.397, -0.712, -0.938, 0.156, 0.296, 0.304, 0.288, 0.271, 0.301], "orbital_gap_ev": 9.461, "smiles": "Cc1c[nH]cn1.CC"}

***

(3)
{"formula": "C6H12N2", "method": "ωB97M-V/def2-TZVPD", "species": ["C", "C", "C", "N", "C", "N", "H", "H", "H", "H", "H", "H", "C", "C", "H", "H", "H", "H", "H", "H"], "xyz": [[-0.164, -0.042, 2.360], [-0.094, 0.955, 1.245], [-1.015, 1.849, 0.771], [-0.354, 2.605, -0.180], [0.947, 2.240, -0.117], [1.144, 1.279, 0.739], [-0.452, 0.461, 3.284], [0.841, -0.441, 2.487], [-0.797, -0.881, 2.096], [-2.083, 1.720, 0.647], [-0.770, 3.302, -0.771], [1.698, 2.758, -0.687], [-0.389, -1.513, -1.210], [0.679, -2.439, -1.780], [-0.116, -0.469, -1.328], [-1.376, -1.641, -1.656], [-0.586, -1.739, -0.166], [0.575, -3.445, -1.378], [0.642, -2.458, -2.867], [1.672, -2.103, -1.490]], "mulliken_charge": [-1.149, 0.703, -0.526, -0.030, -0.237, -0.554, 0.339, 0.299, 0.275, 0.291, 0.171, 0.426, -0.432, -0.990, 0.112, 0.370, 0.052, 0.293, 0.291, 0.297], "orbital_gap_ev": 9.578, "smiles": "Cc1c[nH]cn1.CC"}

***

(4)
{"formula": "C6H12N2", "method": "ωB97M-V/def2-TZVPD", "species": ["C", "C", "C", "C", "N", "N", "C", "C", "H", "H", "H", "H", "H", "H", "H", "H", "H", "H", "H", "H"], "xyz": [[1.642, 1.895, 0.749], [-2.414, -1.386, 0.762], [-0.318, -0.398, -0.253], [1.261, 0.720, -0.124], [-0.526, -0.867, -1.571], [1.822, 0.831, -1.419], [0.981, -0.533, 0.425], [-1.251, -0.444, 0.757], [-1.491, -1.096, -1.770], [0.110, -1.605, -1.840], [1.534, 0.100, -2.055], [1.593, 1.705, -1.879], [1.099, -0.805, 1.463], [-1.137, 0.202, 1.613], [2.730, 1.959, 0.802], [1.252, 1.799, 1.759], [1.301, 2.836, 0.312], [-3.297, -0.929, 0.304], [-2.207, -2.295, 0.191], [-2.685, -1.688, 1.774]], "mulliken_charge": [-1.431, -1.425, 0.538, 0.754, -0.560, -0.501, -0.843, -0.403, 0.259, 0.258, 0.293, 0.262, 0.304, 0.414, 0.334, 0.335, 0.377, 0.314, 0.351, 0.371], "orbital_gap_ev": 7.905}

***

(5)
{"formula": "C6H12N2", "method": "ωB97M-V/def2-TZVPD", "species": ["C", "C", "C", "C", "N", "C", "N", "C", "H", "H", "H", "H", "H", "H", "H", "H", "H", "H", "H", "H"], "xyz": [[-0.565, 1.057, -0.982], [0.078, -1.096, 0.454], [0.189, -0.598, -1.851], [0.868, -1.196, 1.733], [0.820, -1.140, -0.729], [-0.913, 0.514, 0.281], [0.436, 2.076, -0.960], [-1.718, 0.820, 1.276], [1.763, -0.777, -0.603], [-1.373, 1.300, -1.666], [-0.770, -1.778, 0.406], [0.869, 2.218, -1.864], [1.163, 1.901, -0.275], [-0.708, -1.141, -2.129], [0.853, -0.374, -2.679], [1.700, -0.487, 1.734], [0.229, -0.969, 2.595], [1.269, -2.203, 1.879], [-1.922, 0.120, 2.079], [-2.266, 1.753, 1.302]], "mulliken_charge": [-0.221, -0.131, -0.741, -1.214, -0.266, 0.347, -0.538, -0.942, 0.317, 0.319, 0.331, 0.254, 0.250, 0.280, 0.395, 0.323, 0.320, 0.358, 0.249, 0.311], "orbital_gap_ev": 8.602}

***

(6)
{"formula": "C6H12N2", "method": "ωB97M-V/def2-TZVPD", "species": ["C", "C", "C", "C", "C", "C", "N", "N", "H", "H", "H", "H", "H", "H", "H", "H", "H", "H", "H", "H"], "xyz": [[1.065, 0.590, -1.351], [1.250, 1.269, -0.210], [-0.166, -0.307, -1.091], [0.020, -1.735, -1.620], [0.856, 0.693, 2.178], [-1.842, 0.224, 0.554], [0.402, 0.860, 0.794], [-0.457, -0.156, 0.321], [1.665, 0.585, -2.112], [2.073, 1.828, 0.095], [-0.951, 0.172, -1.815], [0.923, -2.265, -1.442], [-0.181, -1.764, -2.687], [-0.798, -2.440, -1.109], [1.694, 0.039, 2.253], [0.840, 1.549, 2.802], [0.160, 0.047, 2.707], [-2.343, -0.719, 0.522], [-2.005, 0.772, 1.479], [-2.203, 0.758, -0.270]], "lowdin_spin": [0.655, 0.545, 0.077, 0.034, 0.052, 0.014, 0.378, 0.063, 0.055, 0.053, 0.041, 0.002, 0.001, 0.003, 0.016, 0.004, 0.003, 0.000, 0.001, 0.003], "orbital_gap_ev": [4.764, 8.378], "spin_multiplicity": 3, "s2": 2.006}

***

(7)
{"formula": "C6H12N2", "method": "ωB97M-V/def2-TZVPD", "species": ["C", "C", "C", "C", "C", "C", "N", "N", "H", "H", "H", "H", "H", "H", "H", "H", "H", "H", "H", "H"], "xyz": [[1.533, -0.083, -0.556], [1.315, -0.659, 0.601], [0.318, 0.768, -0.924], [-0.786, 0.117, -0.083], [0.539, 2.201, -0.466], [-1.353, -1.107, -0.816], [0.142, -0.277, 1.181], [-0.533, -1.181, 2.032], [2.531, -0.213, -1.001], [2.160, -1.254, 1.156], [0.227, 0.658, -1.985], [-1.625, 0.746, 0.309], [0.823, 2.063, 0.591], [-0.320, 2.814, -0.744], [1.557, 2.522, -0.848], [-0.539, -1.594, -1.284], [-2.091, -0.978, -1.665], [-1.785, -1.847, -0.153], [-1.136, -1.986, 1.792], [-0.979, -0.713, 2.862]], "lowdin_spin": [0.702, 0.605, 0.076, 0.043, 0.048, 0.025, 0.315, 0.052, 0.038, 0.031, 0.015, 0.001, 0.002, 0.007, 0.004, 0.012, 0.001, 0.004, 0.018, 0.002], "orbital_gap_ev": [5.114, 8.059], "spin_multiplicity": 3, "s2": 2.007}

***

Let's list relative energy (zero: lowest compared OMol25 entry of this formula, charge and spin) in order: 51.4, 30.2, 25.5, 363.8, 273.2, 151.6, 168.5 kJ/mol.